1.
The following is a DFT calculation (ωB97M-V/def2-TZVPD) of a 2-piece molecular cluster, CH8N2 overall in a non-equilibrium geometry.

```
11
Properties=species:S:1:pos:R:3:forces:R:3:mulliken_charge:R:1
C 3.95628 0.92931 1.13472 -0.8 -0.2 -1.1 -0.58
N 3.09422 2.14104 1.15155 -2.4 0.0 -0.7 -0.55
H 3.76500 0.25932 0.22778 -0.2 1.2 0.9 0.24
H 3.75379 0.23686 1.97668 0.8 0.6 -0.1 0.23
H 4.97612 1.29462 0.92446 -0.1 -0.6 1.0 0.23
H 2.12688 1.97005 0.70285 2.2 0.3 1.2 0.22
H 2.93431 2.64201 2.06087 0.5 -1.3 -1.2 0.21
N -6.34836 -2.76010 -2.08099 -2.2 3.6 -3.8 -0.62
H -6.67001 -2.43047 -1.20674 0.4 0.1 0.9 0.20
H -6.29127 -1.92404 -2.80696 -0.2 -2.4 2.3 0.22
H -5.55351 -3.29078 -2.18119 2.0 -1.2 0.5 0.20
```
Positions in Å, forces in eV/Å.

Properties
SMILES string: CN.N
energy: -152.3601 Eh
spin multiplicity: 1
HOMO-LUMO gap: 10.35 eV
LUMO: 0.046 Ha
E_HOMO: -9.09 eV

2.
The following is a DFT calculation (ωB97M-V/def2-TZVPD) of a 2-piece molecular cluster, CH8N2O overall.

```
12
Properties=species:S:1:pos:R:3:forces:R:3:mulliken_charge:R:1
N 1.44040 1.52952 0.36496 0.3 -0.3 -0.1 -0.61
C 0.27528 0.63574 0.52575 0.7 -0.2 0.0 -0.27
N -0.14127 -0.01498 -0.70376 -0.1 0.3 0.1 -0.54
H 1.99777 1.22466 -0.43049 -0.1 0.1 0.1 0.21
H 2.06166 1.41831 1.16201 -0.1 0.2 0.0 0.24
H -0.53336 1.24680 0.90306 -0.4 -0.1 0.1 0.27
H 0.49187 -0.15835 1.24914 0.0 0.1 0.1 0.27
H 0.66396 -0.23795 -1.28062 -0.2 -0.1 0.0 0.21
H -0.75637 0.58944 -1.23259 0.1 0.0 -0.1 0.22
O -2.15821 -2.16245 0.01638 0.0 0.1 0.4 -0.69
H -1.47956 -1.49690 0.22455 -0.2 -0.3 -0.5 0.38
H -1.86217 -2.57384 -0.79839 0.1 0.1 0.0 0.30
```
Positions in Å, forces in eV/Å.

Properties
SMILES string: NCN.O
energy: -227.6331 Eh
spin multiplicity: 1
HOMO-LUMO gap: 10.41 eV
LUMO: 0.034 Ha
E_HOMO: -9.48 eV

3.
The following is a DFT calculation (ωB97M-V/def2-TZVPD) of a 2-piece molecular cluster, CH8N2Si2 overall in a non-equilibrium geometry.

```
13
Properties=species:S:1:pos:R:3:forces:R:3:mulliken_charge:R:1
H -0.67861 2.49376 -0.76993 0.9 -1.0 0.5 0.25
N 0.00959 1.74613 -0.50702 -0.9 1.0 -0.3 -0.64
Si 0.02012 0.36291 -1.32116 0.7 -2.6 0.5 0.53
C 1.36633 -0.99034 -0.91253 -0.5 1.5 -1.1 -0.98
H -0.98412 -0.30101 -2.21407 0.1 0.7 -0.1 -0.08
H 1.08793 -2.03933 -0.99427 -0.3 0.2 -0.1 0.32
H 2.36703 -0.81531 -1.30164 -0.1 0.0 -0.8 0.39
H 1.54575 -0.71774 0.08352 0.0 -0.1 2.0 0.22
N -1.62663 -0.74728 0.95996 -0.4 0.7 -2.2 -0.57
Si -0.90272 0.47018 1.73821 0.4 0.5 -0.7 0.54
H -2.10511 -0.64487 0.01835 0.1 -0.1 2.1 0.21
H 0.28633 -0.14190 2.34487 0.1 0.4 0.5 -0.10
H -1.09796 1.96053 2.16502 -0.2 -1.3 -0.3 -0.08
```
Positions in Å, forces in eV/Å.

Properties
SMILES string: [H]/N=[SiH]/C.N=[SiH2]
energy: -731.2927 Eh
spin multiplicity: 1
HOMO-LUMO gap: 8.58 eV
LUMO: -0.012 Ha
E_HOMO: -8.90 eV

4.
The following is a DFT calculation (ωB97M-V/def2-TZVPD) of a 2-piece molecular cluster, CH8N3O overall in a non-equilibrium geometry.

```
13
Properties=species:S:1:pos:R:3:forces:R:3:mulliken_charge:R:1
N -0.20605 0.35552 -0.99722 -0.2 0.4 0.2 -0.29
C 0.40245 -0.65481 -0.41222 1.1 -0.1 0.4 0.73
N 0.42421 -1.88367 -0.93402 -0.1 0.7 0.3 -0.38
N 1.08564 -0.40911 0.71490 -0.3 -0.5 -0.2 -0.36
H -0.47016 1.13432 -0.40204 -0.1 0.2 0.2 0.20
H -0.65851 0.33924 -1.88694 -0.1 -0.5 -0.4 0.23
H 0.85378 -2.67130 -0.45788 -0.3 0.3 -0.4 0.23
H -0.28141 -1.99724 -1.62571 -0.2 -0.9 -0.5 0.22
H 1.30081 0.53359 0.98201 0.0 0.1 0.1 0.24
H 1.61862 -1.16315 1.11372 0.0 0.2 0.2 0.20
H -1.24269 2.89529 1.06256 -0.1 0.2 0.3 0.34
H -1.45252 1.57363 1.85906 -0.1 0.1 0.4 0.32
O -1.37418 1.94768 0.98378 0.3 -0.1 -0.7 -0.68
```
Positions in Å, forces in eV/Å.

Properties
total charge: +1
energy: -282.2171 Eh
spin multiplicity: 1
HOMO-LUMO gap: 12.31 eV
LUMO: -0.115 Ha
E_HOMO: -15.44 eV

5.
The following is a DFT calculation (ωB97M-V/def2-TZVPD) of a 2-piece molecular cluster, CH8N3O overall in a non-equilibrium geometry.

```
13
Properties=species:S:1:pos:R:3:forces:R:3:mulliken_charge:R:1
N 0.33146 0.26208 0.69640 0.6 0.2 0.3 -0.28
C -0.87851 0.18602 0.18822 -0.6 1.2 0.0 0.71
N -1.95526 0.20533 0.97899 -0.5 -0.7 0.7 -0.36
N -1.05013 0.33499 -1.14366 0.1 -0.9 0.5 -0.37
H 1.14677 -0.08702 0.18977 0.1 0.0 -0.4 0.22
H 0.51105 0.46961 1.66747 -0.4 -0.1 0.0 0.22
H -2.86232 -0.11554 0.66618 0.1 0.5 -0.4 0.24
H -1.88509 0.20128 1.99056 0.4 -0.3 -0.3 0.22
H -0.36975 0.88238 -1.64025 0.1 -0.4 -0.3 0.22
H -1.77220 -0.18336 -1.62355 0.1 0.4 -0.1 0.23
H 3.32900 -1.17721 -0.14180 0.2 0.0 0.0 0.34
H 2.88251 -0.13099 -1.19676 0.3 -0.2 0.0 0.34
O 2.57247 -0.84758 -0.63158 -0.5 0.3 0.0 -0.73
```
Positions in Å, forces in eV/Å.

Properties
total charge: +1
energy: -282.2067 Eh
spin multiplicity: 1
HOMO-LUMO gap: 12.14 eV
LUMO: -0.117 Ha
E_HOMO: -15.33 eV

6.
The following is a DFT calculation (ωB97M-V/def2-TZVPD) of a 2-piece molecular cluster, CH8N3O overall in a non-equilibrium geometry.

```
13
Properties=species:S:1:pos:R:3:forces:R:3:mulliken_charge:R:1
N 0.65892 -0.94910 -0.90049 1.1 1.1 -0.3 -0.43
C 0.99679 -0.09030 0.19336 -2.3 -3.5 0.0 0.32
N 1.40704 1.25574 -0.04250 -0.7 1.1 0.5 -0.36
N -0.21893 -0.05618 0.98717 2.4 1.4 0.3 -0.39
H 1.12976 -0.66734 -1.75095 -0.3 0.0 -0.3 0.26
H -0.34291 -1.11054 -1.01407 0.0 -0.3 0.1 0.30
H 2.34842 1.59111 0.17452 -0.3 -0.6 0.4 0.28
H 0.66802 1.89705 0.24677 0.4 0.4 -0.5 0.29
H 1.79416 -0.66318 0.73220 0.0 0.4 0.3 0.32
H -0.05938 -0.10876 2.00127 0.5 0.1 0.1 0.26
H -1.83108 0.02503 0.52164 -1.6 -0.5 -1.6 0.42
H -3.34422 -0.17047 -0.04174 0.5 0.0 -0.1 0.36
O -2.39924 -0.24589 -0.26551 0.4 0.3 1.2 -0.62
```
Positions in Å, forces in eV/Å.

Properties
total charge: +1
energy: -281.9438 Eh
spin multiplicity: 1
HOMO-LUMO gap: 5.55 eV
LUMO: -0.352 Ha
E_HOMO: -15.13 eV

7.
The following is a DFT calculation (ωB97M-V/def2-TZVPD) of a 2-piece molecular cluster, CH8N3O overall in a non-equilibrium geometry.

```
13
Properties=species:S:1:pos:R:3:forces:R:3:mulliken_charge:R:1
N -0.56443 0.35022 -0.83793 0.0 0.3 -0.3 -0.30
C -0.86088 -0.26444 0.29576 -1.1 -0.1 0.7 0.70
N -2.06972 -0.76868 0.51067 0.8 0.2 0.4 -0.34
N 0.04245 -0.28242 1.27080 1.6 0.0 -0.2 -0.35
H 0.42174 0.55908 -0.95612 0.0 0.4 -0.3 0.20
H -1.27237 0.90143 -1.32327 0.4 -0.5 0.1 0.25
H -2.19914 -1.24678 1.37544 -0.5 -0.2 0.3 0.22
H -2.77170 -0.79167 -0.19088 -0.4 -0.1 -0.4 0.21
H 0.94286 0.06432 0.98836 0.2 0.4 0.0 0.17
H 0.15481 -0.84649 2.10091 -1.0 -0.4 -0.2 0.27
H 3.06805 0.18431 -0.69538 -0.3 0.3 0.1 0.33
H 2.70986 1.26629 -1.68899 -0.3 0.0 0.5 0.31
O 2.39848 0.87482 -0.84936 0.5 -0.4 -0.6 -0.69
```
Positions in Å, forces in eV/Å.

Properties
total charge: +1
energy: -282.2140 Eh
spin multiplicity: 1
HOMO-LUMO gap: 12.43 eV
LUMO: -0.113 Ha
E_HOMO: -15.51 eV

8.
The following is a DFT calculation (ωB97M-V/def2-TZVPD) of a 2-piece molecular cluster, CH8N3O overall in a non-equilibrium geometry.

```
13
Properties=species:S:1:pos:R:3:forces:R:3:mulliken_charge:R:1
C 1.11163 0.28998 -0.04714 4.8 -3.0 1.2 0.29
N 2.26371 0.98925 -0.12433 -1.6 -0.7 0.1 -0.36
N -2.59680 0.04377 -0.06299 -2.0 -1.6 3.0 -0.30
N 1.31127 -1.03469 0.18533 1.3 2.1 -0.1 -0.32
O -1.30891 -0.19060 -0.34881 -0.2 -0.2 -0.9 -0.64
H 0.04242 0.41966 0.02254 -0.9 1.8 -0.7 0.42
H 3.13328 0.43926 -0.03221 -0.7 1.0 -0.3 0.23
H 2.28563 1.98656 -0.27401 0.1 -0.1 0.1 0.24
H -2.68726 0.75696 0.70685 -0.2 -0.4 -1.1 0.33
H -3.28090 0.23687 -0.80760 0.7 0.5 -0.5 0.33
H -3.04837 -0.83672 0.37984 0.8 1.3 -0.6 0.34
H 2.22074 -1.47424 0.36424 -0.6 0.4 -0.4 0.21
H 0.55358 -1.62606 0.03829 -1.6 -1.1 0.0 0.24
```
Positions in Å, forces in eV/Å.

Properties
total charge: +1
energy: -282.0780 Eh
spin multiplicity: 1
HOMO-LUMO gap: 10.68 eV
LUMO: -0.113 Ha
E_HOMO: -13.76 eV

Among the records above, which one has the highest LUMO?
CH8N2

Which value of E_HOMO does entry 2 give?
-9.48 eV

What is the formula in the eighth record?
CH8N3O